#one
C66H198N33O11P11 | ωB97M-V/def2-TZVPD

Geometry as XYZ:
```
319
C66H198N33O11P11 ωB97M-V/def2-TZVPD
O 0.161 0.659 7.526
P 0.606 -0.620 6.940
N 0.344 -0.510 5.175
C 1.302 -0.753 4.103
C -0.939 -0.070 4.646
N -0.001 -2.015 7.669
C -0.537 -3.125 6.856
C 0.083 -2.149 9.141
N 2.313 -0.832 7.194
C 3.102 0.400 7.480
C 3.032 -2.113 7.160
H 1.532 -1.816 4.025
H 2.336 -0.578 4.397
H 1.176 -0.329 3.107
H -0.689 0.900 4.217
H -1.759 0.031 5.357
H -1.343 -0.809 3.954
H -1.340 -2.754 6.220
H 0.219 -3.680 6.300
H -1.081 -3.793 7.524
H -0.447 -3.006 9.559
H 1.099 -2.207 9.530
H -0.520 -1.341 9.556
H 2.553 1.086 8.125
H 4.019 0.290 8.059
H 3.384 1.012 6.624
H 2.577 -2.852 7.820
H 4.115 -1.995 7.212
H 2.834 -2.499 6.161
O -3.964 -4.973 -2.852
P -4.783 -5.983 -2.182
N -4.117 -6.670 -0.741
C -2.623 -6.993 -0.718
C -4.541 -6.071 0.536
N -5.080 -7.365 -3.281
C -5.980 -8.362 -3.031
C -4.100 -7.606 -4.347
N -6.447 -5.238 -1.822
C -6.462 -3.857 -1.585
C -7.544 -5.993 -1.217
H -2.476 -7.367 0.295
H -1.950 -6.147 -0.860
H -2.301 -7.786 -1.393
H -3.868 -5.246 0.769
H -4.427 -6.790 1.348
H -5.541 -5.637 0.508
H -6.177 -8.716 -4.043
H -5.521 -9.265 -2.628
H -6.845 -8.009 -2.469
H -4.450 -8.338 -5.076
H -3.720 -6.657 -4.724
H -3.247 -7.944 -3.758
H -5.771 -3.381 -2.280
H -7.447 -3.438 -1.788
H -6.129 -3.638 -0.571
H -8.243 -6.450 -1.917
H -8.134 -5.464 -0.469
H -7.055 -6.784 -0.650
O 1.868 -5.345 -5.412
P 2.228 -5.308 -3.940
N 2.976 -3.805 -3.358
C 3.497 -3.682 -1.956
C 3.652 -2.959 -4.327
N 3.385 -6.517 -3.509
C 2.915 -7.841 -3.535
C 4.845 -6.344 -3.627
N 0.900 -5.551 -2.848
C -0.514 -5.314 -3.322
C 0.911 -5.957 -1.443
H 2.644 -3.479 -1.307
H 4.109 -2.833 -1.651
H 4.057 -4.582 -1.703
H 3.739 -1.961 -3.897
H 3.018 -3.031 -5.212
H 4.680 -3.265 -4.518
H 2.199 -8.012 -2.730
H 2.507 -7.962 -4.538
H 3.701 -8.595 -3.502
H 4.952 -5.327 -4.007
H 5.249 -6.242 -2.620
H 5.398 -7.148 -4.114
H -1.121 -4.650 -2.707
H -0.433 -4.674 -4.201
H -1.159 -6.187 -3.428
H 1.898 -5.985 -0.981
H 0.442 -6.940 -1.399
H 0.267 -5.290 -0.870
O 4.422 4.431 -6.067
P 4.447 5.272 -4.826
N 4.103 4.469 -3.408
C 4.433 3.050 -3.376
C 3.628 5.084 -2.117
N 3.423 6.701 -4.939
C 1.999 6.587 -4.676
C 3.812 7.868 -5.637
N 6.032 6.055 -4.485
C 7.165 5.152 -4.835
C 6.205 6.867 -3.298
H 4.136 2.549 -4.298
H 3.946 2.594 -2.515
H 5.506 2.862 -3.323
H 2.840 4.510 -1.630
H 3.325 6.087 -2.418
H 4.400 5.078 -1.347
H 1.420 7.434 -5.045
H 1.663 5.690 -5.195
H 1.766 6.448 -3.620
H 3.127 7.971 -6.479
H 3.813 8.677 -4.906
H 4.795 7.730 -6.088
H 6.898 4.892 -5.859
H 8.029 5.777 -5.062
H 7.293 4.298 -4.170
H 7.087 7.493 -3.436
H 6.467 6.285 -2.415
H 5.328 7.501 -3.167
O -2.128 -0.547 0.942
P -1.651 -0.189 -0.459
N -0.140 0.623 -0.584
C 0.396 1.349 -1.744
C 0.893 0.258 0.474
N -2.747 0.728 -1.391
C -4.114 0.166 -1.738
C -2.886 2.164 -1.126
N -1.508 -1.596 -1.466
C -2.279 -2.822 -1.138
C -0.568 -1.761 -2.636
H 0.577 2.385 -1.458
H -0.500 1.495 -2.347
H 1.126 0.841 -2.373
H 1.839 -0.063 0.038
H 0.607 -0.595 1.090
H 1.069 1.187 1.016
H -4.720 0.833 -2.351
H -3.968 -0.841 -2.129
H -4.623 0.134 -0.775
H -3.128 2.416 -0.093
H -1.930 2.588 -1.435
H -3.666 2.601 -1.750
H -3.164 -2.702 -0.514
H -2.522 -3.210 -2.128
H -1.624 -3.463 -0.547
H -0.001 -0.832 -2.687
H -1.021 -2.155 -3.546
H 0.165 -2.556 -2.494
O 1.782 6.062 0.550
P 1.142 6.113 1.892
N -0.394 5.194 1.956
C -0.784 4.457 0.710
C -1.035 4.730 3.180
N 0.670 7.644 2.366
C 1.110 8.865 1.683
C -0.148 7.784 3.572
N 2.143 5.447 3.170
C 3.223 6.156 3.851
C 2.256 4.000 3.353
H -0.035 3.698 0.484
H -0.837 5.159 -0.122
H -1.794 4.049 0.734
H -1.987 5.248 3.296
H -0.426 4.977 4.050
H -1.228 3.672 3.002
H 1.987 9.113 2.282
H 1.381 8.643 0.651
H 0.334 9.619 1.815
H -0.057 6.931 4.244
H 0.277 8.570 4.197
H -1.212 7.950 3.399
H 4.108 6.272 3.226
H 2.835 7.093 4.250
H 3.515 5.639 4.765
H 1.467 3.479 2.812
H 2.049 3.647 4.363
H 3.229 3.665 2.992
O -3.694 -7.693 3.838
P -3.081 -6.769 4.822
N -1.388 -6.477 4.577
C -0.898 -5.326 3.751
C -0.357 -7.576 4.500
N -3.109 -7.422 6.440
C -4.386 -8.072 6.853
C -2.000 -7.439 7.378
N -3.847 -5.248 4.979
C -3.747 -4.474 6.335
C -4.897 -4.943 4.021
H -1.649 -4.537 3.727
H -0.700 -5.714 2.751
H -0.013 -4.884 4.210
H -0.089 -7.963 3.517
H -0.819 -8.488 4.878
H 0.437 -7.437 5.235
H -5.265 -7.951 6.221
H -4.258 -9.147 6.722
H -4.650 -7.852 7.887
H -1.437 -8.359 7.219
H -1.317 -6.634 7.107
H -2.246 -7.281 8.428
H -4.458 -3.651 6.262
H -4.246 -5.108 7.068
H -2.827 -3.936 6.565
H -5.731 -5.635 4.136
H -4.471 -4.958 3.018
H -5.353 -3.955 4.090
O 6.099 1.406 2.834
P 6.683 1.657 1.481
N 8.425 1.559 1.490
C 9.095 2.196 2.645
C 9.266 1.333 0.370
N 6.325 3.179 0.736
C 5.891 4.287 1.473
C 7.025 3.530 -0.522
N 6.181 0.600 0.194
C 4.686 0.617 -0.164
C 6.931 -0.693 0.142
H 10.105 1.825 2.818
H 8.555 1.987 3.569
H 9.040 3.272 2.481
H 9.591 0.294 0.420
H 10.165 1.948 0.415
H 8.978 1.690 -0.619
H 5.509 4.072 2.471
H 6.724 4.986 1.554
H 5.141 4.785 0.859
H 8.099 3.712 -0.480
H 6.858 2.776 -1.291
H 6.636 4.515 -0.782
H 4.268 -0.274 0.305
H 4.285 1.509 0.317
H 4.604 0.678 -1.250
H 7.273 -0.957 1.143
H 7.920 -0.615 -0.309
H 6.224 -1.427 -0.242
O -7.731 1.383 -2.094
P -7.889 1.984 -3.448
N -6.527 2.837 -4.029
C -6.089 3.789 -3.036
C -6.294 3.146 -5.415
N -9.229 3.118 -3.559
C -9.636 3.803 -4.807
C -10.256 3.138 -2.581
N -8.286 0.823 -4.563
C -9.543 0.058 -4.511
C -7.266 -0.114 -5.161
H -6.514 3.679 -2.038
H -6.592 4.730 -3.259
H -5.002 3.851 -3.084
H -5.394 2.621 -5.734
H -6.510 4.181 -5.680
H -7.048 2.549 -5.926
H -9.707 3.093 -5.631
H -10.392 4.585 -4.734
H -8.826 4.314 -5.327
H -10.858 4.046 -2.627
H -10.850 2.248 -2.790
H -9.906 3.045 -1.553
H -9.194 -0.840 -4.002
H -10.373 0.555 -4.008
H -9.979 -0.002 -5.508
H -6.868 -0.897 -4.517
H -6.379 0.473 -5.399
H -7.627 -0.361 -6.160
O 6.433 -4.826 0.530
P 5.858 -5.229 1.809
N 5.123 -6.728 1.602
C 4.566 -7.096 0.338
C 4.918 -7.789 2.670
N 4.559 -4.275 2.407
C 4.683 -2.795 2.383
C 3.093 -4.633 2.199
N 7.055 -5.412 3.085
C 8.533 -5.544 2.764
C 6.734 -5.089 4.446
H 5.201 -6.963 -0.538
H 3.727 -6.410 0.223
H 4.218 -8.129 0.320
H 4.115 -8.504 2.488
H 4.614 -7.448 3.659
H 5.771 -8.469 2.678
H 3.659 -2.429 2.455
H 5.436 -2.504 3.115
H 5.033 -2.434 1.416
H 2.425 -3.957 2.734
H 2.836 -4.699 1.141
H 3.041 -5.679 2.499
H 9.006 -4.615 2.446
H 8.961 -5.620 3.763
H 8.870 -6.499 2.363
H 7.047 -4.059 4.615
H 7.302 -5.579 5.237
H 5.718 -5.281 4.793
O -5.875 7.701 -3.512
P -4.659 8.645 -3.517
N -4.653 10.074 -2.434
C -3.894 11.373 -2.577
C -5.333 10.021 -1.110
N -4.152 9.206 -5.081
C -3.245 8.516 -5.991
C -5.150 10.055 -5.803
N -3.245 7.916 -2.792
C -3.335 6.540 -2.315
C -1.896 8.474 -2.896
H -3.638 11.664 -1.558
H -4.321 12.189 -3.160
H -2.911 11.131 -2.980
H -4.644 9.619 -0.367
H -6.250 9.434 -1.057
H -5.676 11.006 -0.794
H -2.401 9.186 -5.828
H -3.122 7.460 -5.750
H -3.519 8.697 -7.030
H -4.619 10.616 -6.572
H -5.935 9.456 -6.265
H -5.614 10.695 -5.053
H -3.191 5.747 -3.048
H -2.439 6.490 -1.696
H -4.225 6.246 -1.757
H -1.708 8.476 -3.970
H -1.150 7.891 -2.355
H -1.917 9.509 -2.557
```

Properties
Gap between HOMO and LUMO: 8.27 eV
HOMO level: -7.98 eV
Charge: 0

These are the Mulliken partial charges, in e, on atoms 1 to 4: atom 1 (O): -0.86, atom 2 (P): 0.20, atom 3 (N): 0.64, atom 4 (C): -0.91

***

#two
C66H198N33O11P11 | ωB97M-V/def2-TZVPD

Geometry as XYZ:
```
319
C66H198N33O11P11 ωB97M-V/def2-TZVPD
O 3.146 -2.957 3.749
P 4.628 -3.094 3.620
N 5.278 -4.046 4.817
C 4.581 -3.981 6.080
C 6.234 -5.135 4.728
N 5.330 -1.647 3.565
C 4.564 -0.451 3.259
C 6.741 -1.522 3.829
N 4.941 -3.839 2.198
C 4.216 -5.046 1.843
C 5.761 -3.350 1.126
H 5.274 -4.315 6.898
H 3.655 -4.481 6.023
H 4.308 -2.940 6.218
H 7.278 -4.762 4.846
H 6.173 -5.740 3.835
H 6.144 -5.787 5.626
H 5.005 0.260 2.565
H 3.620 -0.810 2.808
H 4.345 0.105 4.185
H 7.253 -0.831 3.113
H 6.828 -1.117 4.830
H 7.272 -2.488 3.841
H 4.077 -5.044 0.762
H 4.610 -6.008 2.170
H 3.192 -5.048 2.360
H 6.036 -2.330 1.310
H 5.247 -3.320 0.175
H 6.736 -3.880 1.089
O 9.352 0.389 -2.377
P 8.466 0.083 -1.252
N 6.878 0.199 -1.750
C 6.623 0.954 -2.990
C 5.816 -0.226 -0.922
N 8.905 1.023 0.098
C 9.646 2.217 -0.358
C 8.009 1.301 1.241
N 8.438 -1.443 -0.577
C 7.935 -2.564 -1.435
C 9.267 -1.857 0.565
H 6.363 2.027 -2.905
H 5.794 0.443 -3.453
H 7.472 0.953 -3.664
H 5.016 -0.774 -1.413
H 5.292 0.620 -0.393
H 6.302 -0.867 -0.154
H 9.089 2.920 -1.043
H 10.057 2.809 0.532
H 10.598 1.868 -0.830
H 7.568 2.321 1.114
H 7.218 0.548 1.307
H 8.600 1.359 2.172
H 7.373 -2.222 -2.208
H 8.803 -3.059 -1.875
H 7.399 -3.282 -0.815
H 9.335 -2.945 0.711
H 8.827 -1.424 1.517
H 10.334 -1.498 0.525
O 3.236 -6.648 -4.153
P 3.404 -5.233 -4.364
N 4.755 -4.843 -5.248
C 4.910 -3.649 -6.090
C 5.843 -5.741 -5.227
N 3.540 -4.541 -2.887
C 4.278 -3.334 -2.602
C 2.524 -5.019 -1.967
N 2.244 -4.398 -5.214
C 1.092 -3.797 -4.450
C 1.742 -5.258 -6.249
H 3.939 -3.126 -6.231
H 5.159 -3.968 -7.096
H 5.685 -2.939 -5.757
H 5.574 -6.752 -5.010
H 6.692 -5.454 -4.558
H 6.224 -5.851 -6.265
H 3.791 -2.365 -2.794
H 4.539 -3.404 -1.545
H 5.201 -3.390 -3.228
H 2.905 -4.951 -0.983
H 1.690 -4.327 -2.027
H 2.275 -6.000 -2.263
H 1.437 -3.015 -3.816
H 0.543 -3.306 -5.245
H 0.511 -4.407 -3.839
H 2.534 -5.453 -6.962
H 0.887 -4.733 -6.778
H 1.416 -6.253 -5.905
O -2.357 -1.353 4.374
P -1.968 -2.455 5.245
N -0.324 -2.619 5.279
C 0.381 -3.776 5.849
C 0.428 -1.322 5.341
N -2.533 -3.910 4.824
C -2.088 -4.417 3.552
C -3.727 -4.427 5.550
N -2.443 -2.085 6.798
C -2.783 -0.709 7.135
C -2.215 -2.895 7.939
H 0.547 -3.633 6.966
H 1.320 -3.886 5.327
H -0.183 -4.709 5.688
H 1.463 -1.375 4.932
H 0.570 -1.097 6.400
H -0.195 -0.529 4.906
H -1.656 -3.646 2.937
H -1.228 -5.139 3.685
H -2.963 -4.902 3.079
H -3.875 -3.897 6.478
H -4.615 -4.286 4.933
H -3.685 -5.471 5.709
H -3.843 -0.593 7.422
H -2.121 -0.225 7.904
H -2.745 -0.106 6.267
H -3.104 -2.927 8.600
H -1.397 -2.528 8.565
H -1.931 -3.969 7.650
O -0.088 3.979 -1.942
P -0.381 4.524 -3.296
N -1.380 5.833 -3.271
C -2.434 6.084 -4.217
C -0.996 6.965 -2.420
N -1.176 3.475 -4.407
C -0.550 2.624 -5.420
C -2.518 2.978 -4.044
N 1.011 5.062 -4.107
C 2.263 4.373 -3.770
C 0.923 5.667 -5.414
H -2.591 7.154 -4.396
H -3.380 5.642 -3.892
H -2.192 5.677 -5.212
H -0.430 6.602 -1.564
H -1.901 7.460 -2.111
H -0.339 7.617 -2.989
H 0.423 3.009 -5.586
H -0.469 1.661 -4.991
H -1.204 2.524 -6.351
H -2.971 3.627 -3.313
H -3.126 2.878 -4.978
H -2.401 1.970 -3.561
H 2.645 3.819 -4.620
H 3.015 5.060 -3.521
H 2.157 3.707 -2.934
H -0.090 6.082 -5.427
H 0.962 4.933 -6.211
H 1.707 6.382 -5.477
O -1.729 5.738 4.132
P -1.561 4.411 3.454
N -2.596 3.279 4.094
C -3.943 3.628 4.564
C -2.422 1.873 3.775
N -0.058 3.783 3.685
C 0.509 2.847 2.706
C 0.540 3.984 4.973
N -1.890 4.344 1.825
C -1.188 5.381 0.938
C -3.241 4.064 1.379
H -4.288 2.835 5.253
H -4.667 3.784 3.805
H -3.801 4.588 5.121
H -2.071 1.305 4.675
H -1.752 1.702 2.948
H -3.373 1.395 3.565
H 0.623 1.861 3.131
H -0.136 2.822 1.838
H 1.504 3.205 2.511
H -0.180 4.555 5.536
H 0.672 2.991 5.562
H 1.566 4.438 4.869
H -1.867 6.234 0.808
H -0.284 5.768 1.375
H -0.972 4.943 -0.008
H -4.096 4.645 1.736
H -3.527 3.016 1.688
H -3.266 4.112 0.273
O -5.245 3.845 -3.748
P -6.450 3.420 -2.978
N -6.261 2.956 -1.424
C -5.496 1.776 -1.112
C -6.994 3.485 -0.319
N -7.169 2.191 -3.749
C -7.158 2.006 -5.162
C -7.905 1.150 -3.010
N -7.480 4.731 -2.927
C -8.954 4.652 -2.920
C -6.853 6.040 -2.896
H -6.044 0.820 -0.941
H -4.763 2.031 -0.345
H -4.856 1.433 -1.964
H -7.414 4.495 -0.502
H -6.304 3.571 0.513
H -7.794 2.879 0.038
H -6.325 2.453 -5.658
H -7.230 0.977 -5.397
H -7.976 2.546 -5.557
H -7.784 1.320 -1.969
H -8.955 1.076 -3.334
H -7.561 0.087 -3.090
H -9.305 5.313 -2.149
H -9.441 4.951 -3.846
H -9.203 3.652 -2.676
H -5.785 5.877 -3.019
H -7.059 6.586 -1.928
H -7.179 6.730 -3.723
O 0.458 -1.818 -1.848
P 0.262 -0.808 -0.758
N 1.464 0.361 -0.562
C 2.682 -0.151 0.120
C 1.822 1.245 -1.636
N 0.210 -1.658 0.687
C 0.726 -3.020 0.922
C -0.189 -0.940 1.893
N -1.087 0.123 -0.848
C -2.151 -0.371 -1.708
C -1.403 1.495 -0.193
H 3.197 -0.840 -0.548
H 2.410 -0.622 1.048
H 3.350 0.676 0.298
H 2.628 0.886 -2.288
H 2.332 2.092 -1.141
H 0.947 1.598 -2.218
H 0.060 -3.814 0.566
H 1.655 -3.113 0.342
H 0.908 -3.062 1.975
H -1.129 -1.359 2.370
H 0.603 -1.124 2.640
H -0.334 0.136 1.749
H -2.203 0.062 -2.744
H -2.140 -1.491 -1.897
H -3.068 -0.281 -1.213
H -0.456 1.792 0.217
H -2.143 1.264 0.593
H -1.765 2.249 -0.850
O -7.173 -0.148 0.978
P -6.700 -1.191 1.927
N -6.704 -0.819 3.578
C -5.554 -1.021 4.515
C -7.982 -0.538 4.183
N -5.214 -1.650 1.568
C -4.609 -2.916 2.053
C -4.154 -0.641 1.364
N -7.684 -2.511 1.779
C -8.214 -2.864 0.498
C -8.071 -3.371 2.864
H -5.406 -0.074 5.148
H -4.563 -1.107 4.099
H -5.780 -1.873 5.226
H -8.436 -1.328 4.758
H -8.604 -0.199 3.356
H -7.844 0.345 4.794
H -4.153 -3.492 1.194
H -3.884 -2.730 2.876
H -5.385 -3.540 2.452
H -4.631 0.120 0.726
H -3.764 -0.203 2.276
H -3.327 -1.046 0.797
H -9.266 -3.054 0.487
H -7.951 -2.120 -0.218
H -7.740 -3.816 0.309
H -7.620 -2.987 3.747
H -7.738 -4.434 2.605
H -9.174 -3.406 3.024
O 4.613 2.940 -0.446
P 4.809 4.355 -0.004
N 6.049 5.112 -0.776
C 6.196 4.867 -2.216
C 7.264 5.549 -0.130
N 5.070 4.467 1.648
C 4.629 5.657 2.381
C 5.230 3.260 2.424
N 3.360 5.162 -0.365
C 2.224 4.475 0.214
C 3.060 6.613 -0.686
H 7.016 4.173 -2.390
H 6.380 5.744 -2.807
H 5.314 4.383 -2.608
H 7.321 6.631 -0.134
H 8.118 5.175 -0.687
H 7.317 5.263 0.924
H 5.212 5.849 3.302
H 4.782 6.512 1.722
H 3.582 5.585 2.688
H 4.445 3.159 3.162
H 5.222 2.345 1.769
H 6.142 3.216 3.018
H 1.429 4.292 -0.491
H 2.635 3.509 0.606
H 1.810 4.973 1.125
H 3.782 7.068 -1.360
H 2.948 7.208 0.262
H 2.144 6.630 -1.248
O -5.694 -5.359 -3.815
P -4.736 -4.279 -3.364
N -4.029 -4.680 -1.869
C -2.559 -4.374 -1.623
C -4.534 -5.733 -0.978
N -5.394 -2.760 -3.199
C -6.042 -2.192 -4.324
C -5.380 -2.061 -1.942
N -3.552 -4.122 -4.517
C -2.731 -2.897 -4.670
C -3.366 -5.152 -5.528
H -2.511 -4.347 -0.514
H -2.324 -3.472 -2.213
H -1.920 -5.278 -1.930
H -5.613 -5.733 -0.987
H -4.299 -5.484 0.048
H -4.147 -6.726 -1.226
H -5.927 -1.109 -4.368
H -5.569 -2.598 -5.206
H -7.128 -2.372 -4.377
H -6.408 -1.890 -1.541
H -4.789 -2.477 -1.143
H -4.946 -1.103 -2.119
H -1.811 -2.859 -4.120
H -2.335 -3.002 -5.658
H -3.345 -2.010 -4.546
H -4.183 -5.892 -5.558
H -2.383 -5.683 -5.531
H -3.364 -4.597 -6.403
```

Properties
Gap between HOMO and LUMO: 8.60 eV
HOMO level: -8.23 eV
Charge: 0

These are the Mulliken partial charges, in e, on atoms 1 to 4: atom 1 (O): -0.65, atom 2 (P): -0.53, atom 3 (N): 0.39, atom 4 (C): -1.32

***

Which of them is the most stable, and which is the least stable? #two and #one, in that order.